# 1
This record from the OMol25 dataset describes a molecular structure, C25H26Cl3N5RuS2. The level of theory is wB97M-V/def2-TZVPD.

Its net charge is +1. The calculation puts the HOMO energy (alpha / beta) at -9.36 / -10.75 eV. As for the LUMO energy (alpha / beta): -2.14 / -3.78 eV. The HOMO-LUMO gap (alpha / beta) is 0.26520 / 0.25594 Eh. As for the spin multiplicity: 6.

Geometry as XYZ:
```
62
Properties=species:S:1:pos:R:3:lowdin_charge:R:1
Ru -0.20709 0.08719 0.04186 0.96
Cl -3.85779 -4.12017 0.05253 0.66
Cl -1.68921 -5.37637 1.52386 0.65
Cl -3.00219 -3.00848 2.60044 0.66
S -2.18399 0.79252 1.38950 0.57
S -2.25853 -0.25199 -1.76699 0.70
N 1.70818 0.07988 -1.44781 -0.23
N 1.27793 -1.21224 1.54880 0.02
N -0.20556 1.96443 -1.53241 -0.01
N 1.43815 1.62488 0.92462 0.02
N -0.78937 -2.26901 -0.06021 0.13
C 2.62469 1.62880 0.32105 -0.27
C -0.62837 3.58981 -3.72194 -0.04
C 1.10993 0.36469 -2.75854 -0.15
C 2.99088 -1.67251 -0.14307 -0.10
C -4.84738 0.30530 1.36285 -0.14
C -1.53084 -2.98311 0.45136 -0.35
C -2.49769 -3.85737 1.14502 -1.61
C 2.40861 2.69216 2.82473 -0.04
C 3.64956 2.67928 2.20527 -0.04
C -0.93729 3.07119 -1.41957 -0.12
C 0.78301 -2.73342 3.32689 -0.06
C 3.75967 2.14039 0.93537 -0.01
C -1.17764 3.91288 -2.49099 -0.04
C 1.65365 -3.66179 2.77964 -0.05
C -4.93148 -0.54452 -1.42438 -0.13
C 2.35147 -3.33219 1.63006 -0.01
C 2.69482 1.11868 -1.10235 -0.12
C -3.57416 0.25980 0.55625 -0.78
C 0.62456 -1.52733 2.66978 -0.16
C 1.33411 2.14712 2.14702 -0.13
C -3.61392 -0.16586 -0.79074 -0.79
C 0.32159 1.65155 -2.71517 -0.32
C 0.14351 2.44435 -3.83694 0.00
C 2.29438 -1.27255 -1.44502 -0.18
C 2.15303 -2.08940 1.04136 -0.28
H 3.64906 -0.86362 0.18538 0.11
H -5.78450 -0.40505 -0.77246 0.06
H -4.90523 -1.59002 -1.73809 0.07
H 1.87635 0.42447 -3.54430 0.14
H 2.27427 3.10532 3.81350 0.11
H -0.08067 -0.78579 3.03132 0.09
H 3.71133 0.77036 -1.31766 0.13
H 3.05681 -4.02618 1.19509 0.12
H 4.51954 3.08226 2.70551 0.12
H -5.08735 0.05071 -2.32516 0.08
H -0.79348 4.22498 -4.58124 0.12
H 1.49503 -1.97785 -1.68637 0.11
H 0.22982 -2.93609 4.23177 0.11
H 0.44369 -0.46574 -3.01304 0.11
H 3.04001 -1.33966 -2.25098 0.13
H -1.78127 4.79827 -2.35845 0.11
H 0.34554 2.11893 2.59192 0.09
H 4.71148 2.11508 0.42057 0.12
H 3.65586 -2.50351 -0.38552 0.12
H 2.52853 1.97956 -1.75498 0.14
H -5.29657 -0.68752 1.44020 0.08
H -5.58500 0.95795 0.89412 0.09
H -1.35387 3.26507 -0.43839 0.10
H 1.79318 -4.62788 3.24575 0.12
H 0.59950 2.16707 -4.77715 0.12
H -4.65130 0.67232 2.36649 0.06
```

***

# 2
This record from the OMol25 dataset describes 40 unconnected molecules or ions with the total composition H80O40 in a non-equilibrium geometry. The level of theory is wB97M-V/def2-TZVPD.

Its net charge is 0. The calculation puts the HOMO energy at -10.19 eV. As for the LUMO energy: -0.64 eV. The HOMO-LUMO gap is 0.35102 Eh. As for the spin multiplicity: 1.

Geometry as XYZ:
```
120
Properties=species:S:1:pos:R:3:lowdin_charge:R:1
O -3.85689 3.38734 -3.23684 -0.02
O -3.74144 1.18456 4.75571 -0.09
O -1.60532 -4.14013 -4.00904 -0.06
O -0.15816 -4.25837 -0.09182 -0.08
O 1.98524 0.88588 -2.99902 -0.02
O 4.84884 -0.16848 -3.72068 -0.09
O -1.64582 -6.05097 -2.21128 -0.01
O -0.16808 1.22362 -0.74463 -0.09
O -1.20319 -1.21797 0.68875 -0.03
O -1.27148 2.93936 -3.13466 -0.06
O 2.93098 2.13299 4.54897 -0.07
O -4.19710 -1.90010 0.37738 -0.05
O -2.43418 -1.61639 -1.81905 -0.08
O -2.50355 0.00313 -6.29082 -0.06
O 2.58432 -5.88811 2.44970 -0.04
O -3.33468 4.90606 -0.96171 -0.09
O -2.40766 -1.46635 3.25648 -0.06
O 3.03547 4.75300 2.53240 -0.07
O 2.82688 4.72847 -2.57025 -0.05
O 4.53573 -1.53318 2.61590 -0.04
O 0.36387 3.01979 4.75139 -0.05
O -5.80076 1.70295 2.21713 -0.05
O -1.64815 5.62994 1.72428 -0.04
O 1.02746 -2.51296 -2.13236 -0.11
O -4.61799 -4.91605 0.93499 -0.05
O 2.34488 0.52762 2.48128 -0.06
O -1.42219 0.38199 -3.40231 -0.08
O -1.00807 -4.97606 1.99861 -0.04
O 4.78814 -1.87832 0.03668 -0.08
O 0.54221 -1.24115 4.42090 -0.10
O 1.91290 -3.08480 -4.46640 -0.01
O 0.37666 -0.91336 -5.13270 -0.04
O 1.94183 -3.07115 2.10835 -0.05
O 1.60280 -0.59355 -0.10257 -0.05
O 1.74970 4.28959 0.11142 -0.05
O -1.53055 2.89037 0.54709 -0.07
O -4.30100 4.12114 2.06716 -0.04
O 5.46062 0.33662 -1.22328 -0.05
O 5.00904 1.05234 1.71731 -0.05
O -0.85344 1.22693 2.21697 -0.03
H -1.88860 5.90917 0.81862 0.04
H 5.27075 0.14324 1.71168 -0.01
H -4.38442 2.60704 -3.10208 0.08
H -5.70683 1.88297 3.14166 0.01
H 2.44004 0.16320 1.59892 0.02
H -4.11800 1.27867 3.86467 -0.01
H 4.78275 -1.95393 1.02605 0.00
H 2.52318 4.02044 2.19416 -0.01
H 5.12052 0.30523 -2.93035 -0.04
H -1.33519 1.34832 -3.18386 0.00
H 0.03849 -2.63713 -2.21117 0.06
H 5.18422 -1.73493 3.29892 0.10
H -3.13906 -1.74512 2.65822 0.05
H -4.28839 5.08121 -1.12827 0.06
H 2.21965 1.80403 3.96250 0.01
H 4.05178 0.31027 -4.02917 0.02
H 1.35137 -3.04722 -2.94392 0.03
H 3.73128 -1.68757 3.13431 0.06
H -2.11095 -1.00183 0.77616 -0.03
H 3.01804 0.28527 3.13498 0.02
H -1.58567 -6.19959 -1.28196 0.04
H -2.92717 -2.24418 -2.43188 0.08
H -1.77073 -4.74013 -3.25804 -0.02
H 0.25212 -3.71939 0.57800 -0.01
H 4.75833 -0.12384 -0.77144 0.00
H -4.94516 1.56673 1.78367 0.03
H -2.33901 2.67268 0.05725 0.05
H -4.81945 -2.00348 -0.36304 0.07
H 0.89183 2.87171 5.54196 0.04
H -2.23139 2.96919 -3.46529 0.05
H 3.93199 4.33363 2.70028 0.08
H 3.50231 4.06938 -2.76518 0.03
H 1.52514 -3.82171 -4.94678 0.10
H 0.87727 -0.01369 -0.28313 -0.05
H -3.47185 0.20336 4.82357 0.07
H -0.56843 0.09493 -3.72125 0.01
H -4.78079 4.51453 2.77636 0.04
H -2.02541 -0.86953 -2.26903 -0.02
H -1.33703 0.66262 2.80537 0.01
H 1.69822 -1.01738 -0.97860 0.02
H -0.00703 1.57906 2.45216 0.01
H 3.14777 5.62423 -2.60148 0.03
H -1.77159 3.38263 1.33280 0.01
H -4.32754 3.79629 -3.97346 0.10
H 1.72290 -5.92965 2.06325 0.00
H -1.59967 -1.97567 3.06021 0.03
H 5.48837 1.14686 -0.70578 0.05
H -1.16547 -5.62217 1.33878 0.02
H -4.46536 -3.98056 0.95433 -0.02
H 0.27733 1.97004 -0.20656 0.09
H 1.23876 3.53427 0.41102 0.01
H -4.02171 4.66213 1.31092 0.02
H -2.30469 -4.23516 -4.64011 0.02
H 1.26858 -1.27680 3.73398 0.01
H 2.85536 -3.04252 -4.35775 0.09
H -0.10327 -0.87860 3.68085 0.05
H 5.76498 -1.87582 0.00620 0.07
H 0.91268 -1.70510 -4.98753 0.00
H 2.81068 3.01057 4.20504 0.00
H -1.98987 -0.21929 -5.49635 -0.01
H 2.88642 -4.99216 2.48368 -0.01
H -2.25581 5.03822 2.11137 -0.03
H -0.03721 2.15285 4.58150 0.03
H -3.07167 4.35457 -1.75646 0.03
H -0.89594 3.80426 -3.07622 0.06
H -2.11520 0.87041 -6.45008 0.04
H 4.59296 1.07353 2.59876 0.02
H 1.80834 0.06464 -2.52068 0.02
H -2.46407 -6.15180 -2.66501 0.05
H -0.78229 -0.80782 -0.07223 0.01
H 2.61119 1.31639 -2.42287 0.04
H 0.53623 -4.27106 -0.79906 0.06
H 0.10289 1.23204 -1.69267 0.04
H -0.22794 -4.76642 2.48060 0.02
H -3.67250 -1.10344 0.24165 0.01
H 1.12388 -2.58113 1.93717 0.03
H -0.32613 -1.14299 -5.72559 0.02
H 1.36483 5.11534 0.46573 0.07
H 2.23754 -2.52915 1.34429 0.05
H -3.86422 -5.14263 1.49775 0.03
```

***

# 3
This record from the OMol25 dataset describes 2 unconnected molecules or ions with the total composition C6H5IO2 in a non-equilibrium geometry. The level of theory is wB97M-V/def2-TZVPD.

Its net charge is 0. The calculation puts the HOMO energy at -8.36 eV. As for the LUMO energy: 0.57 eV. The HOMO-LUMO gap is 0.32788 Eh. As for the spin multiplicity: 1.

Geometry as XYZ:
```
14
Properties=species:S:1:pos:R:3:lowdin_charge:R:1
I 0.06067 1.47747 1.84172 1.03
O -2.08213 3.92494 0.75771 -0.01
O 0.23168 -1.51901 -1.05244 0.03
C 2.23588 -0.78814 0.05606 -0.05
C -1.36871 -0.15335 -0.31290 -0.13
C -0.21603 0.08672 0.39916 -0.74
C -1.06535 -1.20095 -1.10175 -0.14
C 0.79981 -0.73554 -0.05330 -0.40
C -2.46015 2.93659 1.16089 -0.15
H 2.42538 -1.86780 0.31628 0.10
H -2.31258 0.38872 -0.13920 0.10
H -1.61846 -1.78098 -1.88906 0.15
H 2.65377 -0.56620 -0.95252 0.10
H 2.71621 -0.20248 0.96935 0.11
```

***

Which of these has the highest net charge?
C25H26Cl3N5RuS2